Entry 1:
{"formula": "C4H6NO4S", "method": "the ωB97M-V functional and the def2-TZVPD basis", "elements": ["C", "C", "C", "C", "N", "O", "O", "O", "O", "S", "H", "H", "H", "H", "H", "H"], "xyz": [[0.741, -2.369, 0.395], [0.705, -1.043, 0.538], [-0.862, 0.878, 1.874], [-1.998, 0.572, -0.249], [-1.786, 0.852, 1.099], [0.562, 0.997, -1.361], [-0.078, 1.049, 2.697], [0.910, -1.256, -2.295], [2.798, -0.274, -0.936], [1.071, -0.393, -1.135], [1.044, -2.879, -0.634], [0.636, -3.173, 1.111], [-2.914, 1.135, -0.432], [-1.231, 1.013, -0.981], [-2.250, -0.422, -0.414], [2.955, 0.521, -0.298]], "forces_ev_per_a": [[1.09, -1.63, -2.91], [-0.31, 0.17, -0.72], [-1.24, -0.13, -2.18], [-0.53, 3.04, -2.02], [1.07, 0.13, 2.34], [1.73, -2.11, 0.57], [1.22, 0.34, 1.95], [0.32, 0.31, 0.63], [-1.22, 2.11, 0.95], [1.01, 1.58, -0.11], [-0.79, 0.97, 1.83], [-0.23, 0.52, 0.83], [-0.37, -0.11, -0.63], [-1.14, -1.11, 1.48], [0.03, -2.03, -0.43], [-0.64, -2.06, -1.57]], "lowdin_charge": [-0.20, -0.28, -0.41, -0.16, 0.04, -0.42, 0.12, -0.38, -0.29, 0.62, 0.06, 0.01, 0.06, 0.08, 0.05, 0.10], "total_charge": -1, "de_lowest_kcal_mol": 83.37}


Entry 2:
{"formula": "H2P2", "method": "the ωB97M-V functional and the def2-TZVPD basis", "elements": ["P", "P", "H", "H"], "xyz": [[-0.511, -0.534, -0.649], [0.484, 0.547, 0.695], [0.699, -1.164, -1.374], [-0.673, 1.151, 1.328]], "forces_ev_per_a": [[0.82, -0.86, -1.09], [0.19, 0.38, 0.38], [-1.31, 0.89, 1.10], [0.29, -0.41, -0.40]], "lowdin_charge": [0.19, 0.20, -0.17, -0.22], "de_lowest_kcal_mol": 0.00}


Entry 3:
{"formula": "C4H8N4", "method": "the ωB97M-V functional and the def2-TZVPD basis", "elements": ["C", "C", "C", "C", "N", "N", "N", "N", "H", "H", "H", "H", "H", "H", "H", "H"], "xyz": [[0.487, 0.949, 0.595], [1.224, -0.306, 0.150], [2.625, -0.340, -0.323], [-2.752, -0.136, -0.219], [0.507, -1.371, 0.181], [-0.802, -1.362, 0.377], [-0.804, 0.958, -0.188], [-1.382, -0.196, 0.081], [0.193, 0.916, 1.633], [1.025, 1.988, 0.444], [3.252, -1.293, -0.150], [3.269, 0.502, 0.161], [2.617, -0.039, -1.420], [-3.178, -1.098, -0.357], [-3.347, 0.596, 0.375], [-2.934, 0.233, -1.339]], "forces_ev_per_a": [[0.02, 2.23, -1.44], [-1.02, 0.28, 0.70], [2.63, 1.22, -0.39], [-2.87, 1.10, -3.36], [0.94, -0.32, -0.48], [-1.42, 1.02, 0.39], [1.80, -1.36, 1.33], [1.96, 1.43, -0.67], [0.22, -0.31, 0.71], [-0.96, -2.30, -0.01], [-1.60, 1.26, -0.45], [-1.28, -1.31, -0.60], [0.20, -0.68, 1.13], [-0.39, -1.03, 0.95], [0.75, -0.94, -0.03], [1.01, -0.29, 2.24]], "lowdin_charge": [-0.17, -0.36, -0.07, -0.07, 0.03, 0.05, 0.07, -0.30, 0.09, 0.14, 0.10, 0.10, 0.10, 0.06, 0.10, 0.14], "de_lowest_kcal_mol": 97.65}


Entry 4:
{"formula": "C4H12BrNO", "method": "the ωB97M-V functional and the def2-TZVPD basis", "elements": ["C", "C", "C", "O", "C", "N", "H", "H", "H", "H", "H", "H", "H", "H", "H", "H", "H", "H", "Br"], "xyz": [[1.928, 1.274, 0.507], [0.316, 0.937, 0.535], [-0.166, -0.054, -0.499], [-1.450, -0.615, -0.246], [-1.869, -1.688, -1.074], [0.062, 0.492, 1.954], [0.323, 1.188, 2.638], [-0.854, 0.109, 2.140], [0.735, -0.192, 2.271], [2.356, 0.271, 0.507], [2.324, 1.806, 1.372], [2.286, 1.704, -0.428], [-0.322, 1.814, 0.422], [0.609, -0.815, -0.583], [-0.130, 0.485, -1.446], [-2.817, -1.956, -0.608], [-1.189, -2.538, -1.015], [-2.002, -1.419, -2.122], [-0.140, -0.803, -4.325]], "forces_ev_per_a": [[-1.97, -1.64, -0.66], [1.03, 1.75, 0.45], [0.51, -0.97, -0.54], [1.17, 1.33, 0.75], [-0.20, -0.24, 0.48], [0.90, -0.51, 0.39], [-0.68, 1.13, 0.05], [-0.67, 0.01, -0.14], [0.30, -1.16, -0.53], [0.34, -0.08, 0.18], [-0.45, 0.24, -0.08], [-0.44, 0.32, 0.15], [0.29, 0.29, 0.20], [-0.07, -0.59, -0.06], [-0.16, 0.08, -0.19], [-0.03, -0.23, -0.47], [0.16, -0.01, 0.04], [-0.05, 0.27, 0.03], [0.02, 0.00, -0.02]], "lowdin_spin": [0.00, 0.00, 0.00, 0.00, 0.01, 0.00, 0.00, 0.00, 0.00, 0.00, 0.00, 0.00, 0.00, 0.00, 0.00, 0.00, 0.00, 0.02, 0.97], "total_charge": 1, "multiplicity": 2}


Entry 5:
{"formula": "C2H8NOPS2", "method": "the ωB97M-V functional and the def2-TZVPD basis", "elements": ["C", "C", "N", "O", "P", "S", "S", "H", "H", "H", "H", "H", "H", "H", "H"], "xyz": [[1.491, 1.462, -0.755], [-0.146, -2.160, 1.336], [-1.965, 1.160, 0.448], [0.936, 0.181, -0.304], [-0.474, -0.322, -0.990], [-0.783, -0.052, -2.860], [-0.586, -2.289, -0.443], [0.696, 1.960, -1.288], [2.223, 1.249, -1.458], [1.854, 1.972, 0.207], [0.367, -3.102, 1.452], [-0.958, -2.218, 2.046], [0.397, -1.309, 1.662], [-1.156, 1.426, 1.101], [-1.897, 2.041, -0.155]], "forces_ev_per_a": [[-1.49, -0.19, 2.60], [-0.71, -1.31, -0.01], [3.34, 0.09, -1.29], [-0.83, -0.33, -0.70], [-0.54, 2.39, 1.61], [0.10, 0.04, 0.32], [-0.23, 0.85, 0.84], [-0.12, 0.82, 0.17], [1.73, -0.28, -0.98], [-0.50, -0.51, -1.78], [0.72, 0.03, 0.39], [-0.89, -0.01, -0.41], [0.99, 0.63, -0.44], [-1.24, -0.75, -0.68], [-0.34, -1.47, 0.36]], "lowdin_charge": [-0.11, -0.41, -0.10, -0.48, 0.05, 0.22, 0.62, 0.04, 0.06, 0.12, 0.02, 0.04, 0.02, -0.04, -0.03], "de_lowest_kcal_mol": 72.39}


Entry 6:
{"formula": "C19H15N3O7S2", "method": "the ωB97M-V functional and the def2-TZVPD basis", "elements": ["C", "H", "H", "H", "O", "C", "O", "C", "C", "C", "C", "C", "C", "H", "C", "O", "N", "H", "C", "H", "H", "C", "N", "C", "O", "S", "C", "C", "C", "C", "C", "C", "S", "H", "H", "H", "H", "C", "O", "H", "H", "H", "N", "O", "O", "H"], "xyz": [[2.078, -3.341, 2.475], [2.547, -3.673, 1.546], [2.639, -2.492, 2.872], [2.046, -4.155, 3.194], [0.728, -2.969, 2.230], [0.525, -1.772, 1.686], [1.408, -0.997, 1.406], [-0.920, -1.488, 1.460], [-1.916, -2.385, 1.819], [-3.237, -2.051, 1.553], [-3.576, -0.858, 0.932], [-2.577, 0.047, 0.591], [-1.253, -0.277, 0.857], [-0.434, 0.370, 0.580], [-2.978, 1.290, -0.150], [-3.978, 1.333, -0.831], [-2.155, 2.354, 0.026], [-1.326, 2.249, 0.587], [-2.239, 3.513, -0.833], [-3.294, 3.697, -1.048], [-1.810, 4.373, -0.315], [-1.503, 3.264, -2.159], [-0.145, 2.818, -1.908], [0.833, 3.710, -1.562], [0.722, 4.899, -1.503], [2.334, 2.813, -1.181], [1.557, 1.270, -1.481], [2.064, 0.024, -1.332], [3.348, -0.357, -0.877], [4.426, 0.406, -0.479], [5.519, -0.364, -0.061], [5.279, -1.706, -0.139], [3.713, -2.054, -0.725], [5.942, -2.510, 0.117], [6.447, 0.053, 0.285], [4.423, 1.480, -0.490], [1.378, -0.778, -1.581], [0.170, 1.467, -1.902], [-0.620, 0.596, -2.183], [-1.474, 4.179, -2.752], [-1.999, 2.462, -2.710], [-4.608, -0.632, 0.705], [-4.285, -2.982, 1.929], [-5.430, -2.628, 1.772], [-3.942, -4.051, 2.382], [-1.680, -3.326, 2.290]], "forces_ev_per_a": [[0.48, 0.04, 0.06], [-0.05, 0.04, 0.10], [-0.03, -0.12, -0.03], [-0.02, 0.03, -0.05], [-0.41, -0.13, 0.03], [0.13, 0.25, -0.05], [-0.13, -0.13, 0.09], [-0.28, 0.09, -0.02], [-0.09, -0.02, -0.03], [0.82, 0.79, -0.30], [-0.07, -0.10, 0.06], [0.06, -0.39, 0.04], [-0.05, -0.12, 0.07], [0.05, 0.06, -0.05], [0.24, -0.04, 0.32], [-0.26, -0.03, -0.22], [0.25, 0.19, 0.13], [-0.13, -0.04, 0.02], [-0.04, 0.00, -0.32], [0.12, 0.09, 0.06], [-0.07, -0.05, -0.03], [-0.38, 0.10, 0.08], [-0.54, -0.02, -0.22], [0.55, -0.32, 0.13], [-0.11, 0.27, 0.00], [0.15, 0.06, 0.07], [0.73, -0.58, 0.18], [-1.02, 0.86, -0.32], [0.96, -0.44, 0.28], [-0.59, -0.12, -0.23], [0.23, -0.33, 0.11], [-0.27, -0.03, -0.10], [0.26, 0.66, -0.02], [0.17, -0.13, 0.05], [0.16, 0.04, 0.06], [0.06, 0.17, 0.02], [-0.12, 0.04, -0.03], [-0.23, -0.23, -0.16], [-0.04, 0.03, -0.01], [0.00, -0.10, 0.00], [0.05, 0.16, 0.03], [0.00, 0.00, -0.01], [-0.20, -0.17, 0.10], [-0.38, 0.07, -0.05], [0.05, -0.36, 0.15], [-0.01, 0.00, -0.01]], "lowdin_charge": [-0.04, 0.07, 0.10, 0.10, -0.02, -0.44, 0.10, -0.08, 0.09, -0.11, 0.09, -0.08, 0.06, 0.11, -0.45, 0.10, 0.08, 0.13, -0.13, 0.13, 0.13, -0.08, -0.01, -0.71, 0.06, 1.11, -0.42, -0.11, -0.52, -0.12, -0.17, -0.39, 1.06, 0.06, 0.11, 0.06, 0.12, -0.46, 0.11, 0.13, 0.13, 0.14, -0.36, 0.10, 0.09, 0.13]}


Entry 7:
{"formula": "C2H5NO2S", "method": "the ωB97M-V functional and the def2-TZVPD basis", "elements": ["C", "C", "N", "O", "O", "S", "H", "H", "H", "H", "H"], "xyz": [[-0.832, 0.172, -2.146], [0.522, -0.613, 1.120], [-0.755, 0.675, -0.966], [-1.839, -1.426, 0.095], [-1.607, 0.689, 1.414], [-1.122, -0.249, 0.492], [-0.545, 0.973, -2.872], [0.605, -1.546, 0.533], [0.684, -0.726, 2.226], [1.230, 0.114, 0.560], [-0.634, 1.650, -0.649]], "forces_ev_per_a": [[0.52, 0.01, -0.93], [0.99, -0.32, -2.52], [-0.36, 0.28, 1.46], [0.59, 0.79, 0.27], [-1.70, 1.94, 1.11], [0.93, -1.46, -0.32], [-0.36, -0.24, 0.37], [0.91, -0.12, 0.83], [-0.60, 0.31, -1.30], [-1.07, -1.01, 1.46], [0.16, -0.19, -0.43]], "lowdin_charge": [0.00, -0.14, -0.22, -0.29, -0.31, 0.58, 0.02, 0.05, 0.09, 0.09, 0.12], "de_lowest_kcal_mol": 89.63}


Entry 8:
{"formula": "C3H8IN3", "method": "the ωB97M-V functional and the def2-TZVPD basis", "elements": ["C", "C", "C", "N", "N", "N", "I", "H", "H", "H", "H", "H", "H", "H", "H"], "xyz": [[-1.260, -1.234, -0.954], [-0.237, 1.980, 0.614], [-0.678, 0.085, -0.676], [1.216, -1.771, 1.015], [1.505, -1.142, 0.056], [-0.888, 0.695, 0.414], [3.091, 0.460, -0.106], [-1.105, -1.842, -0.114], [-0.813, -1.767, -1.856], [-2.255, -1.101, -0.907], [0.663, 1.698, 0.973], [-0.040, 2.644, -0.241], [-0.867, 2.637, 1.332], [-0.060, 0.308, -1.534], [1.727, -1.650, 1.985]], "forces_ev_per_a": [[2.85, -1.17, -0.85], [-3.58, 1.85, -0.05], [0.09, -0.22, 0.02], [1.50, 0.52, 1.66], [-0.19, -0.59, -0.02], [-0.23, 0.30, -1.34], [0.05, -0.32, 0.42], [0.52, -1.16, 1.22], [-0.99, 0.93, 1.03], [-3.83, 0.11, -0.86], [3.04, -0.08, 1.87], [-0.25, -0.58, -0.36], [1.24, -1.29, -0.84], [0.56, 1.63, 0.00], [-0.77, 0.06, -1.91]], "lowdin_charge": [-0.10, -0.18, -0.33, 0.01, -0.39, -0.01, 0.47, 0.04, 0.11, 0.04, -0.06, 0.08, 0.10, 0.10, 0.13], "de_lowest_kcal_mol": 34.07, "smiles": "[H]/N=N\\I.C/C=N/C"}


| no. | E_tot (Eh) |
| --- | --- |
| 1 | -909.861133 |
| 2 | -683.847920 |
| 3 | -376.092854 |
| 4 | -2863.288498 |
| 5 | -1348.670070 |
| 6 | -2220.346233 |
| 7 | -682.496742 |
| 8 | -580.932148 |